This record from OMol25 describes a cluster of 16 separate species, C32H96O16 in total in a non-equilibrium geometry. The level of theory is the ωB97M-V functional and the def2-TZVPD basis.

Energy: -67494.3238 eV
Molar mass: 737.1 g/mol
HOMO-LUMO gap: 10.13 eV
Energy relative to the best compared isomer or geometry (same formula, charge and spin): 118.1 kcal per mole
HOMO energy: -0.3668 hartree

ORCA input file:
```
! RIJCOSX wB97M-V def2-TZVPD def2/J DEFGRID3
* xyz 0 1
C 3.204 -2.033 -4.921
O 0.547 5.203 2.008
H -0.390 5.046 2.148
C 6.298 -5.252 -0.054
H 4.335 -4.652 -0.945
H -2.953 -0.984 -4.698
H 7.826 2.744 1.649
H -4.776 3.460 5.957
C 1.926 -3.778 4.498
H -3.885 -1.851 6.524
H -0.547 -8.202 -2.164
O -2.433 -0.428 8.314
H -4.254 4.944 5.143
H 6.877 -4.910 -0.912
O -4.501 3.249 -1.140
H 4.908 -3.190 -4.440
C -5.175 -4.275 0.936
H -3.287 -3.518 -5.422
H 0.542 2.647 -4.566
O -3.409 3.737 2.823
H 4.248 -5.041 0.770
H -0.734 2.960 -3.440
H -3.883 -5.181 2.463
C 0.900 -0.291 0.272
H 1.558 4.121 6.073
H 6.737 4.445 0.369
C 2.516 3.806 5.660
H -6.449 0.257 -3.910
H 6.876 -4.947 0.818
C -2.220 -0.404 6.927
C 4.717 -2.142 -4.672
H 2.738 6.206 0.806
H 5.328 -1.821 -5.516
H -3.103 3.657 5.672
H 1.203 -6.515 -2.279
H 1.399 0.011 1.193
H 4.974 2.098 -4.920
O 3.611 4.191 -5.768
H -2.701 -1.591 5.190
H -1.091 2.142 -4.975
H 3.275 3.780 6.442
C 2.158 -3.101 5.923
H -6.325 5.908 -1.817
H 0.280 -5.113 -0.358
O -6.545 0.389 -2.964
H 1.923 -2.892 -6.009
H 2.590 -2.121 -4.024
C -0.759 -7.202 -2.542
O 3.025 4.749 4.735
H -2.983 -2.230 -6.534
H -4.242 2.163 3.859
C -2.551 -2.757 -5.683
C -4.511 -5.523 1.640
H -1.478 -3.872 -6.892
O -5.549 -6.252 2.177
H 5.188 1.509 0.807
C -0.609 -0.151 0.402
H -8.541 -0.522 -1.629
H 5.861 2.946 -3.681
H 0.344 4.503 0.038
O 0.118 -6.035 -0.572
C 6.153 1.365 1.292
H 6.308 -6.340 -0.118
H -6.632 -1.706 -2.912
H -1.117 -0.528 -0.486
H -0.469 4.273 -6.224
H 2.969 -1.036 -5.294
H 0.862 -3.941 4.327
C 2.288 2.437 5.006
H 6.008 0.938 2.284
H 0.887 4.917 -4.700
H -5.507 -1.001 -1.778
H -5.094 2.617 -1.552
H 2.048 1.750 5.818
H 6.234 3.381 2.167
H -2.338 -2.583 6.526
C -6.125 4.892 -1.476
H -2.598 -2.380 -3.549
H 4.562 5.126 -4.243
H 2.003 -1.897 -0.090
H 1.491 -3.592 6.631
H -4.253 4.672 -2.672
H 5.062 -1.529 -3.840
H -1.852 4.624 -5.141
O 6.678 3.502 0.202
C -2.844 -1.652 6.269
O 5.010 -3.251 0.325
H 5.522 -3.250 1.137
H -0.977 -0.646 1.301
H -4.031 5.124 -0.990
O 2.870 -2.994 -5.885
H -1.336 -1.500 -4.378
H -1.789 -6.969 -2.272
H -3.681 3.450 1.948
H -0.768 -7.396 -3.615
H -5.195 -6.989 2.678
H 2.274 -3.137 3.688
C -6.478 -0.854 -2.250
H 1.447 2.438 4.313
H 3.247 2.150 4.575
C 0.218 -6.178 -1.957
H 2.503 5.409 -0.768
C -2.356 -1.870 -4.481
H 3.909 3.668 -6.516
H 2.465 4.596 3.970
H -7.856 -1.824 -0.802
C 4.920 2.941 -4.231
C -7.607 -0.823 -1.154
H -3.915 -6.109 0.941
C 4.744 4.283 -4.909
O 1.075 -1.652 -0.054
C -0.508 2.934 -4.506
H -5.690 -3.653 1.668
C 4.872 -4.586 0.001
H -6.803 4.270 -2.061
H -1.159 -0.316 6.692
H -1.821 0.206 8.695
C 2.283 5.356 0.299
H -0.807 0.919 0.465
O 3.492 -3.170 6.345
H -2.741 0.468 6.531
H 1.223 0.374 -0.530
C 6.761 2.789 1.420
H -5.359 3.427 3.553
H 3.650 -2.457 6.968
H -4.382 -3.608 0.597
O 0.003 5.238 -4.509
C -0.817 4.284 -5.191
H 2.418 -4.742 4.368
H 5.612 4.497 -5.532
C -4.652 4.536 -1.667
H 2.769 4.456 0.677
C 0.793 5.320 0.603
H 1.924 -2.036 5.913
C -4.076 3.873 5.231
C -4.318 3.249 3.823
H 6.709 0.773 0.564
H -5.888 -4.508 0.145
H -7.366 -0.192 -0.298
H -6.397 4.884 -0.421
H 4.206 2.733 -3.435
H -0.020 -5.203 -2.383
O -1.314 -3.361 -6.097
H 0.316 6.223 0.223
*
```

Here are the Mulliken charges for atoms 1 to 2, given in e: C 0.03; O -0.46

=====

This record from OMol25 describes a structure of composition C8H15Cl4CuNO4Pd in a non-equilibrium geometry. The level of theory is the ωB97M-V functional and the def2-TZVPD basis.

Energy: -116407.2108 eV
Molar mass: 501.0 g/mol
HOMO-LUMO gap (alpha / beta): 8.25 / 2.81 eV
HOMO energy (alpha / beta): -0.5629 / -0.5627 hartree
Expectation value of S²: 3.763

ORCA input file:
```
! RIJCOSX wB97M-V def2-TZVPD def2/J DEFGRID3
* xyz 2 4
C -5.134 25.674 -2.004
C -2.303 28.091 -0.279
N -0.443 23.900 1.367
Cl -5.650 25.777 -3.694
C -1.795 24.194 1.799
H 0.313 26.673 -3.134
H -4.481 23.629 -2.065
H -1.908 24.099 2.879
C -0.025 22.508 1.306
H 0.911 22.369 0.774
Cu -4.370 28.906 1.018
C -0.386 24.959 -2.111
H -2.099 25.190 1.490
Cl -0.377 25.164 -4.848
O -2.304 28.184 1.006
H -4.121 26.057 -1.900
H -2.442 23.475 1.293
C -5.219 24.245 -1.521
O 0.094 26.068 1.249
C -0.499 25.959 -3.259
H -0.797 21.875 0.869
H 0.624 24.563 -2.142
H 0.102 22.124 2.324
O -1.131 28.032 -0.797
H 1.424 24.547 0.839
H -4.894 24.069 -0.492
Cl -1.571 23.620 -2.308
Pd -0.140 28.197 1.225
H -5.899 26.288 -1.524
O -3.393 28.323 -0.866
C 0.429 24.873 1.145
H -0.752 25.448 -1.216
H -1.449 26.486 -3.267
Cl -6.806 23.557 -1.756
*
```

Here are the Mulliken charges for atoms 1 to 2, given in e: C 0.06; C 1.45

=====

This record from OMol25 describes a structure of composition C6H12N2S4 in a non-equilibrium geometry. The level of theory is the ωB97M-V functional and the def2-TZVPD basis.

Energy: -52736.7074 eV
Molar mass: 240.4 g/mol
HOMO-LUMO gap: 8.54 eV
Energy relative to the best compared isomer or geometry (same formula, charge and spin): 39.0 kcal per mole
HOMO energy: -0.3134 hartree

ORCA input file:
```
! RIJCOSX wB97M-V def2-TZVPD def2/J DEFGRID3
* xyz 0 1
H 0.843 2.527 -1.064
H -0.916 -0.071 2.077
H -0.799 -2.028 0.486
N 1.695 0.010 -0.687
H -2.397 -0.174 3.261
H 3.567 1.215 -0.740
S 3.275 -1.965 0.297
S 0.920 -2.305 -1.454
S -3.165 -0.125 -1.656
C -1.794 -0.980 -0.964
H 2.415 3.362 -0.523
H -2.386 1.035 1.706
N -1.785 -1.608 0.227
C 2.537 1.273 -0.444
H 0.959 0.223 -1.294
H -2.918 -2.084 1.803
H 2.707 1.210 0.638
H 2.368 2.496 -2.105
C -2.685 -1.159 1.236
C 1.920 2.474 -1.042
C -2.099 0.021 2.154
S -0.686 -1.198 -2.206
C 2.088 -1.264 -0.536
H -3.662 -0.885 0.828
*
```

Here are the Mulliken charges for atoms 1 to 2, given in e: H 0.37; H 0.17

=====

This record from OMol25 describes a structure of composition CH10Br2N2O4Pt in a non-equilibrium geometry. The level of theory is the ωB97M-V functional and the def2-TZVPD basis.

Energy: -155696.0132 eV
Molar mass: 469.0 g/mol
HOMO-LUMO gap (alpha / beta): 8.02 / 3.96 eV
Energy relative to the best compared isomer or geometry (same formula, charge and spin): 128.4 kcal per mole
HOMO energy (alpha / beta): -0.3570 / -0.2792 hartree
Expectation value of S²: 2.296

ORCA input file:
```
! RIJCOSX wB97M-V def2-TZVPD def2/J DEFGRID3
* xyz 0 3
O -1.092 -1.562 -1.268
H 1.930 2.949 4.478
H -2.065 2.875 1.874
H -1.427 -4.121 -0.742
O 1.766 2.463 -1.110
H 3.365 2.776 4.028
C -1.513 -2.505 -1.973
H 2.316 3.220 -0.908
O 2.462 2.601 3.763
H 1.832 2.366 -2.060
N -1.750 -2.344 -3.290
H -1.986 -4.432 -2.324
Br 4.278 -1.400 0.842
Br -0.868 -1.155 4.289
O -1.361 2.690 1.253
H -2.204 -3.157 -3.683
N -1.607 -3.763 -1.669
Pt 1.069 0.442 1.476
H -1.869 -1.439 -3.721
H -1.274 3.494 0.742
*
```

Here are the Mulliken charges for atoms 1 to 2, given in e: O -0.64; H 0.31

=====

This record from OMol25 describes a cluster of 2 separate species, CH2Cl3P in total in a non-equilibrium geometry. The level of theory is the ωB97M-V functional and the def2-TZVPD basis.

Energy: -47922.1844 eV
Molar mass: 151.4 g/mol
HOMO-LUMO gap: 8.33 eV
Energy relative to the best compared isomer or geometry (same formula, charge and spin): 78.0 kcal per mole
HOMO energy: -0.3395 hartree

ORCA input file:
```
! RIJCOSX wB97M-V def2-TZVPD def2/J DEFGRID3
* xyz 0 1
P -0.010 -0.634 1.062
H -1.319 -1.105 0.859
Cl 2.947 0.736 1.345
C 4.199 0.817 0.261
Cl 4.344 -0.552 -0.675
Cl 0.651 -1.844 -0.335
H -0.334 0.704 0.548
*
```

Here are the Mulliken charges for atoms 1 to 2, given in e: P 0.02; H 0.06

=====

This record from OMol25 describes a structure of composition C36H26N3O4PS2V in a non-equilibrium geometry. The level of theory is the ωB97M-V functional and the def2-TZVPD basis.

Energy: -107057.1010 eV
Molar mass: 710.7 g/mol
HOMO-LUMO gap: 7.67 eV
HOMO energy: -0.4133 hartree

ORCA input file:
```
! RIJCOSX wB97M-V def2-TZVPD def2/J DEFGRID3
* xyz 1 1
H -1.250 0.216 -3.298
C -3.174 2.555 1.337
C -1.042 3.545 0.808
V 0.647 0.222 -0.321
O 2.088 1.018 0.701
C 2.859 -2.806 -0.465
C 1.733 -3.649 1.495
O 1.229 1.474 -1.435
H -4.338 3.580 2.814
C 3.231 -5.063 0.362
H 2.904 -2.685 -6.234
H -2.246 -3.389 -1.320
C -2.779 -2.473 -1.100
C -1.507 1.266 -3.370
N 0.841 -3.117 2.428
C 2.406 -2.368 -5.328
C 0.713 -2.709 -3.661
C -2.191 3.940 -3.632
H -0.536 5.321 1.886
C -2.076 3.377 -2.366
H -4.720 -3.376 -1.140
H -3.897 1.758 1.245
H 2.540 0.079 -2.989
H -2.462 4.983 -3.728
C -1.726 2.037 -2.227
C -1.284 4.557 1.726
H -0.325 -1.703 4.831
C -1.995 2.547 0.597
H -4.695 0.843 -0.464
N 1.173 -1.522 0.935
C 0.565 -1.857 2.043
C -2.476 4.580 2.439
C -2.086 -1.284 -0.911
C -0.483 -0.906 4.123
C -1.619 1.831 -4.628
C 2.827 -1.217 -4.673
H -1.437 1.222 -5.503
C 1.948 -2.639 0.573
H 3.650 -0.637 -5.066
P -1.562 1.260 -0.585
C -2.757 -0.098 -0.622
C -4.843 -1.267 -0.773
C 0.419 -1.141 -1.802
O 2.244 3.340 -0.128
C 1.135 -1.551 -3.004
H -5.924 -1.264 -0.743
O 3.678 1.593 -1.104
H 1.025 -4.014 -5.330
C -3.415 3.576 2.248
H -2.669 5.377 3.146
N -0.454 0.320 2.148
H 3.746 -6.008 0.255
C -0.192 -0.871 2.803
C -1.957 3.173 -4.762
C -0.909 1.186 3.019
H -2.264 3.996 -1.500
H -0.093 3.539 0.281
C -4.162 -2.459 -1.006
H -0.108 -3.286 -3.254
H 4.209 -4.191 -1.350
C -4.147 -0.079 -0.596
H 2.176 -5.673 2.138
C -0.644 -1.115 -1.100
S -1.081 0.609 4.600
C 2.197 -0.810 -3.507
C 2.354 -4.890 1.413
C 3.490 -4.029 -0.559
H 3.092 -2.004 -1.152
H -1.175 2.203 2.772
H 0.465 -3.580 3.238
S 2.470 1.974 -0.458
C 1.349 -3.117 -4.820
H -2.043 3.616 -5.745
*
```

Here are the Mulliken charges for atoms 1 to 2, given in e: H 0.22; C -0.93